Molecular formula: C6H11N2O2
Method: DFT, wB97M-V/def2-TZVPD

Properties
Net charge: +1
Energy relative to the best compared isomer or geometry (same formula, charge and spin), kJ/mol: 505.09
SMILES string: CC/C([NH3+])=C1\ON=C(C)O1
Spin multiplicity: 1

Last column: natural (NBO) charge in e.
Atoms and positions in Å:
H 2.9268 0.9938 -0.0426  0.2119
H 1.5932 -0.3552 -2.5051  0.2434
H -3.9613 -1.2631 0.0834  0.2760
C 2.0663 0.8187 -0.6428  -0.4341
N -2.3197 0.9081 -0.7574  -0.0795
H -4.0397 -0.4934 1.8351  0.2847
H 2.1571 -1.2559 0.8128  0.4337
H -4.7735 0.3177 0.3321  0.2929
H 1.8561 1.7971 -1.1005  0.2550
O -1.3447 0.2041 1.1364  -0.5038
N 1.5405 -0.6639 1.3070  -0.6508
H 2.7565 -1.0583 -1.0984  0.1702
H 0.8109 -1.1350 1.8015  0.4410
H 1.9965 -0.2778 2.0832  0.4237
C 2.4451 -0.2543 -1.7536  -0.6072
H 3.4350 -0.0196 -2.2609  0.2413
C -0.4230 0.3997 0.2713  0.6001
C 0.9811 0.3426 0.3268  -0.1044
C -2.7462 0.3787 0.3026  0.5083
C -3.9290 -0.3331 0.7260  -0.7244
O -1.0282 0.9490 -0.8570  -0.2779

=====

Molecular formula: C45H85BrN5O14
Method: DFT, wB97M-V/def2-TZVPD

Properties
Net charge: +1
Calculated total energy, Ha: -5665.91626
Spin multiplicity: 1

Last column: Mulliken charge in e.
Atoms and positions in Å:
H 6.6247 1.4679 3.7748  0.2763
H -8.1849 2.3939 -4.0808  0.3128
H 6.5126 -2.0567 1.0998  0.3228
H 3.8948 1.8864 -8.2939  0.1989
C -8.6425 3.0355 -1.3238  0.7648
H -1.1758 1.6768 -2.3497  0.2371
C 3.7025 -4.8526 2.8053  0.3568
H -6.4380 6.8751 0.0737  0.3475
H 5.9669 1.5187 -0.4332  0.3103
H -8.5027 11.4226 -1.1260  0.2872
H 1.5701 -8.9650 2.1039  0.3351
H 6.6145 -0.3301 3.6751  0.1254
C 8.2433 2.2122 -6.8657  -0.3905
Br 1.9293 -8.6341 -0.5011  -0.1702
O -7.1209 10.0987 -1.9162  -0.3360
C -7.1734 9.0910 -1.0105  0.7436
H 2.8009 -5.4698 0.7158  0.0361
C 5.7893 -2.3920 0.2132  -0.5121
H -2.6299 -3.9684 -0.9162  0.3730
N -0.4050 -2.2985 5.0352  -0.5417
C 11.0617 0.3205 5.5722  -0.1517
N 0.4939 -3.0969 2.7848  1.0245
H 0.1658 -0.9450 3.4366  0.3589
C 3.2085 -4.6143 4.3503  -0.7930
H 6.7387 4.0909 -7.5447  0.2750
C -0.2068 1.1489 -2.7953  -0.6775
O -9.7287 3.4075 -2.0442  -0.3525
H 1.5895 -1.8383 4.2926  0.2501
O 9.1100 0.2036 3.6923  -0.5802
C 3.1334 1.7241 -6.1401  -0.4147
C 6.3861 0.7268 0.3427  -0.7208
C 8.8086 0.3489 4.8681  0.7217
H 3.7723 -3.6446 4.7532  0.2412
H 8.6590 -0.2071 -6.1469  0.2900
H -7.5995 1.0669 0.1775  0.2934
H 3.1938 -2.9778 1.6120  -0.2326
N 1.1839 -5.4299 2.1668  0.8272
H -0.7906 -4.7106 0.4677  -0.3257
C -9.7618 -1.2694 1.3931  -0.4400
N 5.6335 2.0089 -7.0007  0.1727
H 1.0291 -7.3036 3.4388  0.4650
C 0.9150 2.3232 -3.0325  -0.4408
H 2.7802 -6.8869 1.9731  0.2186
H 5.5394 -0.1885 -6.3758  0.2585
H 0.7949 -2.6645 0.6694  0.0450
H -8.9578 7.0958 0.0178  0.4268
C 1.0868 2.5882 -4.6594  -0.5486
H 0.6709 1.6531 -5.2290  0.2707
C -0.1023 -2.7568 1.4368  -0.2844
C -9.4543 3.9843 -3.3273  -0.0416
H 11.3607 2.4577 5.7098  0.2958
C -1.1524 -0.7441 -1.2108  -0.1957
C 0.8433 -8.8669 1.1672  -0.6125
C 0.2495 0.0350 -1.6438  -0.4863
H -3.6487 -0.2158 1.9018  0.2699
H -1.4474 -2.6156 -2.5432  0.3733
C -1.0906 -2.3697 -1.4393  -0.6506
H -0.5703 -1.6636 1.5132  -0.0376
O -6.9458 7.9246 -1.6625  -0.3590
H 0.1673 -2.3170 5.9262  0.3024
H -10.3651 4.5049 -3.6423  0.3812
H 11.5971 0.0820 6.4976  0.2898
H 5.9295 -4.6084 1.0723  0.2607
H 0.5161 3.3451 -2.5862  0.2478
C -0.1021 -7.5268 1.3774  -0.4714
H -2.9502 -2.3156 0.0559  0.0692
H -5.0709 -2.3134 1.9276  0.2804
O -6.6342 -1.3854 2.9612  -0.3854
H 1.3020 -5.3625 4.9919  0.3878
H -10.7382 -1.2931 1.8851  0.2349
C 2.6408 -5.7115 1.8737  -0.6421
N 1.7044 -4.5170 4.5315  -0.0339
H 0.7691 0.5724 -0.7238  0.2452
H 6.8792 1.3080 1.2400  0.2387
C 2.6213 2.9431 -5.1216  -0.5068
H -0.5316 0.5761 -3.7631  0.3102
O -8.7564 -1.3088 2.4024  -0.3399
C -5.2449 -1.4846 2.6232  -0.1670
H -2.0255 -4.1264 1.7846  0.2800
H -9.9004 2.1443 -4.3720  0.3121
C -7.4981 -1.4562 1.9191  0.8145
H 9.3256 2.6608 -6.8995  0.2714
C -7.0033 6.7414 -0.8556  -0.1705
H -6.8253 11.6034 -0.4960  0.2901
H 4.6967 -2.6829 2.7790  0.0502
C 0.4366 -6.6454 2.6703  -0.6603
H -9.6921 -2.1352 0.7261  0.2890
H -8.4596 1.6643 1.6109  0.4125
O 4.7253 -1.3445 0.1333  -0.2260
C -2.1318 -3.0550 -0.3430  -0.4432
C 4.1730 2.3647 -7.2365  -0.3822
C -1.3108 -3.7466 0.9394  0.1458
O -9.0741 2.4793 -0.1649  -0.4200
C 6.5449 0.5356 4.3421  -0.3824
H -6.5072 5.9464 -1.4227  0.2510
C -7.4381 11.3785 -1.3753  -0.6174
H 0.0098 -2.8014 -1.3624  0.2954
H -7.2528 2.7073 0.8348  0.4291
C -4.7284 -0.1683 2.0695  -1.0471
H 11.0942 1.8852 4.0692  0.3031
H 11.2358 -0.5083 4.8766  0.2940
H -7.2300 12.1318 -2.1403  0.2267
H -9.6820 -0.3371 0.8258  0.1288
H -2.0313 -0.3408 -1.8863  0.4598
H 2.2182 1.2123 -6.7075  0.3093
H 3.5493 -5.5755 4.9676  0.3242
H 0.4254 3.5273 -4.9382  0.2675
C 6.2793 0.7055 -6.5633  -0.1797
H 4.4326 -4.2651 -0.1426  0.2892
H -0.1357 -6.8597 0.4106  0.3051
H 7.1631 0.0421 -0.2347  0.2773
H -4.7096 -1.7231 3.5486  0.3280
C 5.1178 -3.8218 0.7261  -0.5525
C -8.4431 6.3416 -0.5850  -0.8244
H -8.4864 5.3878 -0.0515  0.0907
H 4.6849 -5.5276 2.8680  0.6331
H -1.2192 -7.8971 1.5696  0.3445
O -7.4755 3.1555 -1.6676  -0.5621
H -5.2125 0.0802 1.1202  0.2559
H -9.0001 3.3382 -5.3409  0.3845
C 5.1433 -0.1925 0.9517  0.5226
O 7.5503 0.4963 5.3514  -0.3489
H 5.5685 0.5120 4.8341  0.2477
H 12.6580 1.5893 4.8509  0.3535
O -7.4109 9.2140 0.1824  -0.5592
C 0.4899 -1.9904 3.8552  -0.3148
H 4.0637 3.5498 -7.3282  0.2768
C 11.5782 1.6368 5.0185  -1.0831
C -8.0280 1.9563 0.6495  -0.8659
C -9.1152 2.9069 -4.3424  -1.2607
O -7.1967 -1.6015 0.7433  -0.5748
H 2.7434 4.0057 -5.6042  0.3885
C 7.9254 0.6574 -6.4366  -0.5033
H 1.0287 -0.7417 -2.0963  0.1830
C 6.8014 2.9653 -7.2062  -0.3297
H 6.3489 -2.5659 -0.8002  0.2712
H -8.6614 4.7374 -3.2550  0.1766
H -0.5492 -6.2927 3.2412  0.2244
H 3.3248 2.8822 -4.1711  0.1745
H -9.0007 6.2508 -1.5231  0.2088
C 1.0862 -4.2815 3.1466  -1.7771
H -0.9371 -3.1882 4.9076  0.2961
H 1.9652 2.0863 -2.5188  0.2249
O 4.5476 0.1033 2.1315  -0.5085
H -4.9460 0.6526 2.7608  0.3903
H 0.1680 -9.8242 1.1556  0.3832
H -1.3957 -0.4153 -0.1126  -0.1078
H 3.6763 0.9078 -5.4965  0.1369
O 9.6724 0.4197 5.9102  -0.3710
C 4.2009 -3.4503 2.0446  0.0396